119
Properties=species:S:1:pos:R:3 method="wB97M-V/def2-TZVPD" max_force_ev_per_a=7.035 e_above_lowest_kcal_mol=0.0 energy_ha=-3224.62263 e_homo_ev=-1.265 charge=-1
Pd 0.09103 0.12813 0.90191
C -2.10924 0.01167 0.02090
N -2.73259 -0.86681 1.02027
C -2.08802 -2.14233 1.33681
P -0.46292 -1.84364 2.17305
C -0.04682 -3.49419 2.86601
C -0.44403 -4.69638 2.26060
C -0.10506 -5.92033 2.81106
C 0.66043 -5.99548 3.96193
C 1.10546 -4.81150 4.55710
C 0.76688 -3.59030 4.01291
C -0.87327 -0.90484 3.70025
C -1.80476 -1.33159 4.63990
C -2.05758 -0.57195 5.77516
C -1.37616 0.62143 5.99261
C -0.43275 1.04181 5.06771
C -0.17538 0.28183 3.94337
C -4.13434 -0.90731 1.05873
C -4.78096 -1.23435 2.26203
C -6.15705 -1.28153 2.36332
C -6.95685 -0.99302 1.26031
C -6.34097 -0.65966 0.06568
C -4.95547 -0.62362 -0.04442
P -1.85140 1.53034 1.01228
C -0.48588 2.55517 0.41307
C 0.56390 2.07465 -0.24024
C 1.73773 2.88540 -0.49025
C 1.83418 4.09017 -0.05687
C 0.71893 4.63619 0.62791
C -0.38512 3.88888 0.86408
C -3.37054 2.52116 0.87330
C -4.19109 2.54468 2.00677
C -5.34572 3.31381 2.02264
C -5.69006 4.06933 0.90882
C -4.87650 4.04293 -0.21947
C -3.72520 3.26985 -0.23463
H -2.68803 0.12727 -0.90980
H -1.28498 -0.53947 -0.43388
H -1.89575 -2.71836 0.41424
H -2.77405 -2.72033 1.94660
H -1.04344 -4.66461 1.35545
H -0.44637 -6.82514 2.32607
H 0.92838 -6.95876 4.37798
H 1.71350 -4.85501 5.45087
H 1.10705 -2.67443 4.48576
H -2.32836 -2.27249 4.50599
H -2.77891 -0.92076 6.50220
H -1.58242 1.20052 6.87944
H 0.10856 1.96499 5.20538
H 0.55338 0.61399 3.22537
H -4.16516 -1.40817 3.13040
H -6.61557 -1.51532 3.31698
H -8.03504 -1.02574 1.32719
H -6.94148 -0.41120 -0.80380
H -4.50839 -0.36966 -0.99548
H 0.61017 1.23549 -0.90847
H 2.61142 2.51210 -0.93234
H 2.70593 4.70026 -0.22778
H 0.77691 5.65444 0.97702
H -1.21491 4.32216 1.41066
H -3.90654 1.96707 2.87266
H -5.97622 3.32978 2.90508
H -6.58416 4.67601 0.91321
H -5.14096 4.62973 -1.08575
H -3.08000 3.25855 -1.10579
H 0.60207 1.14330 2.24691
O 0.49675 -0.40027 -1.02490
P 1.82531 -0.34446 -1.63015
C 2.27450 -2.05134 -2.10603
C 1.05452 -2.89461 -2.50765
C 1.43211 -4.36756 -2.71358
C 2.71508 -4.56648 -3.53802
C 3.20463 -3.26976 -4.17049
C 3.42451 -2.16827 -3.13065
C 1.79919 0.74915 -3.09651
C 1.30199 2.15057 -2.83753
C 1.50603 3.10523 -3.97992
C 1.37223 2.40244 -5.32208
C 0.43311 1.21326 -5.23271
C 0.91963 0.15937 -4.22022
C 3.14313 0.17613 -0.47708
C 4.50824 0.51806 -1.10049
C 4.77253 2.01606 -1.20910
C 4.62850 2.76232 0.13231
C 3.82049 1.99048 1.17115
C 2.84197 1.11077 0.59917
H 2.62211 -2.45661 -1.15235
H 0.60235 -2.50122 -3.41927
H 0.30222 -2.80396 -1.72786
H 0.59151 -4.86346 -3.19854
H 1.54333 -4.85397 -1.74818
H 2.54899 -5.31004 -4.31902
H 3.51516 -4.95803 -2.90217
H 2.48418 -2.93576 -4.92568
H 4.14291 -3.43292 -4.69188
H 3.58055 -1.23175 -3.66052
H 4.34666 -2.37599 -2.59211
H 2.83797 0.81480 -3.44633
H 1.88030 2.71373 -2.12201
H 0.27766 2.13312 -2.51137
H 2.48689 3.58656 -3.92138
H 0.77166 3.90563 -3.89100
H 2.35651 2.05646 -5.65886
H 1.03460 3.09503 -6.09553
H 0.31871 0.73018 -6.20645
H -0.56086 1.55270 -4.94620
H 1.48604 -0.61937 -4.74259
H 0.04748 -0.32529 -3.77364
H 3.27024 -0.76081 0.07905
H 4.62635 0.05620 -2.08375
H 5.27844 0.07156 -0.47067
H 4.12578 2.45344 -1.97662
H 5.77606 2.16095 -1.60978
H 4.19775 3.73410 -0.04449
H 5.62125 2.98646 0.52225
H 3.40377 2.67001 1.91640
H 4.48148 1.29441 1.71982
H 1.66724 1.63767 0.71211
H 2.61082 0.39026 1.41611